Record 1
63
Properties=species:S:1:pos:R:3:forces:R:3 method="wB97M-V/def2-TZVPD" spin_multiplicity=2 total_energy_ha=-2810.78695 orbital_gap_ev="6.8103 / 4.1767" de_lowest_ev=1.745 charge=+2
Ir 0.547432 -0.308208 -0.017492 -0.139 -0.403 0.310
S 1.321028 -0.379595 2.179640 -0.028 0.068 -0.136
C 2.699965 -1.239973 1.544805 0.030 -0.053 0.096
S 2.696903 -1.059107 -0.190337 -0.081 0.059 -0.065
C 3.547339 -2.034668 2.245471 -0.038 0.037 -0.064
C 4.548571 -2.792670 1.565582 0.010 -0.083 0.108
N 5.300486 -3.449636 0.995367 -0.007 0.055 -0.076
C 3.270111 -2.283727 3.623304 -0.080 -0.001 0.023
N 2.897305 -2.506701 4.688825 0.036 0.005 -0.011
N 0.170053 -0.422428 -2.166973 0.142 0.074 -0.064
C 0.283724 0.861472 -2.879793 0.054 -0.016 -0.076
C 0.186007 0.913447 -4.257246 -0.015 -0.010 -0.048
C 0.346861 2.132413 -4.906373 0.001 -0.021 0.018
C 0.609863 3.288098 -4.183870 -0.001 -0.008 0.041
C 0.703543 3.232413 -2.800937 0.001 0.049 -0.034
C 0.533382 2.016758 -2.147665 0.035 0.045 0.037
P 0.547148 1.822270 -0.368187 -0.055 -0.102 -0.112
C 1.479452 3.071802 0.463933 -0.019 0.017 0.022
C 2.862681 2.908930 0.564783 -0.004 -0.004 0.033
C 3.612650 3.897103 1.177236 0.006 -0.001 -0.001
C 2.986358 5.029649 1.685037 0.000 0.001 0.003
C 1.609807 5.185084 1.587902 -0.002 0.003 0.001
C 0.845499 4.205141 0.975271 0.030 -0.008 -0.019
C -1.189010 1.716526 0.152436 -0.045 0.157 0.005
C -2.243606 1.733817 -0.775910 0.035 -0.070 -0.001
C -3.545208 1.545088 -0.349211 -0.006 -0.008 0.025
C -3.813154 1.326340 1.001175 -0.015 -0.004 0.001
C -2.781430 1.295460 1.927288 0.000 -0.004 -0.015
C -1.471708 1.494302 1.509458 0.023 0.001 0.019
H -0.697624 -0.878117 -2.440223 -0.052 0.045 0.059
H 0.910994 -1.027964 -2.519976 -0.035 -0.047 0.019
H 0.004147 0.012099 -4.830903 0.001 0.002 0.000
H 0.280843 2.173242 -5.985018 -0.004 -0.002 -0.001
H 0.746011 4.229429 -4.697688 0.004 0.001 0.001
H 0.915329 4.127043 -2.228021 0.000 0.001 -0.005
H 3.341017 2.013629 0.183278 -0.002 0.007 -0.005
H 4.684100 3.783048 1.267202 0.000 0.000 -0.002
H 3.578124 5.796647 2.166375 -0.001 0.000 0.002
H 1.132595 6.067524 1.991248 0.000 0.001 -0.002
H -0.228985 4.319480 0.897774 -0.003 0.012 0.006
H -2.042167 1.926632 -1.822270 -0.004 0.024 0.000
H -4.357868 1.599787 -1.061492 -0.003 -0.001 -0.006
H -4.837347 1.212248 1.333415 -0.007 -0.002 0.000
H -2.990080 1.149512 2.978647 -0.011 0.008 0.002
H -0.676530 1.530797 2.243626 0.031 -0.009 0.000
C 1.083999 -4.534388 0.211652 0.067 0.095 -0.004
C 0.358498 -3.493595 1.013000 0.044 -0.074 -0.086
N 0.462911 -3.552009 2.326920 -0.041 0.008 0.105
O -0.349776 -2.601750 0.459320 0.181 0.091 -0.143
H 0.740145 -5.534950 0.477316 -0.002 -0.002 0.016
H 2.154391 -4.483769 0.424098 0.001 -0.012 -0.007
H 0.934670 -4.362817 -0.850095 -0.019 0.003 0.006
H 1.069438 -4.218325 2.782242 0.011 -0.015 -0.026
H 0.120372 -2.784383 2.888509 0.005 0.013 -0.010
C -5.078377 -3.032685 0.659427 0.025 0.022 0.018
Te -3.092989 -2.545144 0.114289 -0.091 0.023 0.008
C -2.673898 -4.455490 -0.670216 0.022 0.027 0.045
H -5.080642 -3.969611 1.212549 0.017 0.002 0.005
H -5.657402 -3.141768 -0.258061 0.007 -0.003 -0.003
H -5.483501 -2.227999 1.266652 -0.001 0.001 -0.003
H -3.448748 -4.702843 -1.393824 0.000 0.009 -0.003
H -2.691105 -5.173790 0.148371 -0.002 0.007 0.009
H -1.692614 -4.419116 -1.131639 -0.006 -0.011 -0.015


Record 2
88
Properties=species:S:1:pos:R:3:forces:R:3 method="wB97M-V/def2-TZVPD" total_energy_ha=-3313.91267 orbital_gap_ev=9.4365 de_lowest_ev=0.000 smiles=C1CCOC1.C1CCOC1.C1CCOC1.C1CCOC1.C1CCOC1.C1CCOC1.ClCCl.ClCCl
C 1.751592 0.211532 -4.023418 -1.056 -0.153 0.319
C 2.527379 -0.472285 -5.125864 -0.443 0.136 -1.338
C 1.485458 -0.465826 -6.296289 0.410 -0.447 0.518
O 0.729750 0.708015 -6.104059 0.162 1.150 0.266
C 0.989974 1.281038 -4.779871 0.588 0.136 -1.524
H 2.315878 0.660873 -3.231575 0.571 0.190 0.298
H 1.044439 -0.474480 -3.535809 0.157 -0.088 -0.225
H 2.863292 -1.465807 -4.881111 0.138 -0.385 0.118
H 3.385701 0.108906 -5.492712 -0.099 -0.007 0.430
H 0.735413 -1.262802 -6.190690 0.586 -0.448 -0.228
H 1.981772 -0.507899 -7.306126 -0.608 0.186 0.896
H 0.013968 1.615578 -4.439944 0.137 -0.076 0.462
H 1.666157 2.158058 -4.896417 -0.529 -0.258 -0.016
C -4.544551 -0.605891 -0.364999 -0.961 -0.443 0.563
C -4.340114 -1.480486 -1.602920 -1.460 -0.384 0.024
C -5.816623 -2.010017 -1.825960 1.671 -0.308 1.915
O -6.231011 -2.325447 -0.481501 -0.082 0.663 -0.002
C -5.823147 -1.241507 0.341580 1.732 -0.305 -0.147
H -4.765721 0.394276 -0.700165 0.047 0.551 0.189
H -3.751126 -0.612221 0.397974 0.069 0.157 -0.701
H -3.685457 -2.306424 -1.379937 0.150 -0.459 -0.022
H -3.970647 -0.972736 -2.483512 0.146 0.302 -0.058
H -5.855156 -2.990278 -2.257723 -0.111 -0.099 -1.105
H -6.448313 -1.241558 -2.262756 -0.184 -0.044 -0.308
H -5.464157 -1.612878 1.319860 -0.643 -0.108 -0.365
H -6.635888 -0.549213 0.485245 -0.312 0.475 0.028
C 4.276288 0.276534 2.236566 1.246 -2.543 0.503
C 4.669716 -0.881669 3.269145 -0.169 1.891 -0.904
C 3.546459 -1.842590 3.011949 -0.317 0.016 1.266
O 2.385865 -1.085324 2.656794 0.506 1.043 0.009
C 2.794630 0.297435 2.442011 -0.529 -0.226 0.188
H 4.488568 -0.195555 1.240722 0.006 0.985 0.544
H 4.845375 1.173530 2.451922 -0.175 0.248 -0.344
H 4.590403 -0.450610 4.267404 0.030 -0.129 0.147
H 5.677021 -1.273133 3.143779 -0.081 -0.100 -0.160
H 3.345484 -2.317633 3.988556 -0.148 -0.615 -0.756
H 3.757803 -2.502886 2.185445 0.154 -0.649 0.024
H 2.491593 0.918140 3.313641 0.053 -0.265 -0.553
H 2.322527 0.609450 1.521085 -0.535 0.330 0.050
C 0.785623 -3.841360 5.281941 -1.775 -0.366 0.105
C -0.469842 -4.757845 5.641718 0.352 0.015 0.489
C -1.193451 -4.992116 4.305798 0.517 -0.904 0.441
O -0.729380 -4.008538 3.426186 2.109 0.205 0.023
C 0.721393 -3.813896 3.756559 -1.890 -0.899 0.261
H 1.668992 -4.299299 5.700390 0.431 0.165 -0.047
H 0.635238 -2.805061 5.663765 0.226 -0.847 -0.087
H -1.160222 -4.230932 6.287940 0.074 0.238 0.355
H -0.200051 -5.706104 6.180094 -0.095 0.837 -0.663
H -2.259406 -4.866046 4.359450 -0.530 0.019 0.220
H -1.013211 -6.049591 3.997374 0.129 0.628 -0.400
H 0.972805 -2.864165 3.380031 0.369 1.004 -0.729
H 1.299881 -4.605236 3.279480 0.034 -0.082 -0.008
C 3.839013 3.751036 -0.333797 1.719 0.456 0.527
C 2.447849 4.315007 -0.275766 -0.032 -0.189 -1.077
C 1.979591 3.951393 -1.681599 -0.506 0.158 -0.697
O 2.562763 2.650336 -1.935077 0.040 0.522 0.174
C 3.618355 2.417483 -0.995691 -0.009 -0.788 0.541
H 4.395781 3.774521 0.620487 -0.546 -0.604 -0.118
H 4.517814 4.324930 -0.962555 -0.327 0.480 -0.382
H 2.435719 5.362646 -0.085104 -0.143 0.839 0.152
H 1.843825 3.801821 0.449559 -0.255 -0.238 0.505
H 2.353304 4.710292 -2.430739 -0.277 -0.798 0.609
H 0.876366 3.845136 -1.823193 0.810 0.182 0.227
H 4.488510 2.029846 -1.590756 -0.721 0.092 0.944
H 3.274332 1.734950 -0.143301 0.460 0.152 -1.452
C -0.137404 1.450299 0.582692 -0.179 0.513 -2.110
C -0.696775 0.160049 1.171533 0.252 -0.007 0.843
C -0.414166 -0.871954 0.109433 -0.052 -0.439 -1.746
O -0.429725 -0.168766 -1.176383 0.140 0.255 1.166
C 0.341251 0.980795 -0.869290 0.141 0.165 1.534
H 0.664933 1.998019 1.057049 0.320 -0.382 0.571
H -0.918298 2.216086 0.454663 -0.002 -0.348 0.009
H -1.775128 0.276496 1.338337 0.285 -0.179 0.050
H -0.210626 -0.163180 2.107137 -0.274 0.275 -0.212
H -1.173547 -1.639447 0.006909 0.010 -0.241 0.242
H 0.588939 -1.332865 0.180735 -0.376 0.129 0.374
H 0.212580 1.765899 -1.595746 -0.046 -0.015 -0.436
H 1.414397 0.705211 -0.799570 -0.435 0.092 -0.223
C -5.356882 3.790645 0.852082 0.167 -0.893 -0.764
Cl -5.905541 3.126160 -0.734606 -0.035 0.284 0.752
Cl -3.616461 3.604959 0.991832 0.269 -0.119 0.220
H -5.566270 4.821159 0.889739 -0.299 1.171 -0.254
H -5.858011 3.310147 1.675384 -0.060 -0.495 -0.011
C -2.421790 1.665935 -2.878884 -0.009 0.239 1.421
Cl -1.784365 3.296812 -3.109739 0.314 0.420 0.234
Cl -3.472551 1.302233 -4.203877 -0.721 -0.460 -0.381
H -1.604571 0.963096 -2.855840 0.181 -0.132 -0.089
H -2.922202 1.646774 -1.877074 0.127 -0.031 -1.098


Record 3
13
Properties=species:S:1:pos:R:3:forces:R:3 method="wB97M-V/def2-TZVPD" total_energy_ha=-302.92690 orbital_gap_ev=7.6248 de_lowest_ev=3.078 charge=+1 smiles="C=[NH+]/C([O-])=C/[NH3+]"
C 0.103375 -0.951148 0.046174 1.008 3.468 -0.461
C 2.312349 0.236313 -0.163164 -1.434 2.305 -1.895
C -0.575619 0.207811 -0.272278 0.895 -1.072 0.711
N 1.575187 -0.728570 0.183340 -0.162 -0.005 -0.497
N -1.950140 -0.165931 -0.107066 0.285 -1.817 1.363
O -0.348359 -2.035558 0.337987 -0.117 -1.196 0.305
H 3.363489 0.213951 -0.077701 1.056 -0.325 0.509
H 1.908154 1.185364 -0.713535 0.421 -2.030 1.279
H -0.274203 1.125061 -0.705708 0.025 0.532 0.009
H 1.984444 -1.529705 0.599278 0.793 -1.077 0.570
H -2.191264 -0.335604 0.896385 0.126 0.445 -0.605
H -1.811254 -1.158246 -0.437350 -1.765 0.294 -0.187
H -2.626278 0.437281 -0.491140 -1.131 0.478 -1.102